This record from OMol25 describes a molecular structure, C13H14IN3OW at a distorted geometry. The level of theory is the ωB97M-V functional and the def2-TZVPD basis.

```
33
Properties=species:S:1:pos:R:3:forces:R:3:nbo_charge:R:1
W 0.4130 0.5898 0.2305 1.8 1.4 1.2 1.6428
I 1.2066 1.9609 -1.9039 -0.4 -0.3 0.9 -0.0081
O -0.1719 -0.3325 4.3526 1.2 1.8 -3.2 -0.3954
N 0.3692 -1.3027 -0.4127 -0.1 -2.0 -0.2 -0.5610
N 0.4338 0.5554 2.2004 0.1 0.2 -1.2 -0.9266
N -1.5097 0.3548 -0.2347 -2.2 -0.2 -0.9 -0.5214
C -3.7326 1.1727 -0.4933 -0.4 0.1 -0.2 -0.1998
C 2.5200 3.3106 1.5919 0.2 0.4 0.3 -0.6371
C 1.4409 -2.1510 -0.2546 -1.0 0.4 -0.5 0.1049
C 3.5343 2.2718 1.1356 0.2 0.2 0.4 -0.6109
C -0.7778 -1.7288 -1.0672 2.1 -0.7 0.1 0.2029
C -4.0475 0.0953 -1.3385 0.2 0.3 0.2 -0.0628
C -1.8380 -0.7655 -0.9883 -1.1 1.9 0.4 0.1576
C 1.4401 -3.3613 -0.9165 0.4 -0.4 0.0 -0.2115
C 0.1477 0.1502 3.3138 -1.2 -1.8 2.9 0.9130
C 0.3295 -3.7644 -1.6722 0.1 0.2 0.2 -0.0425
C -2.4535 1.3257 0.0065 0.5 -1.5 -0.3 0.0935
C -0.8050 -2.9607 -1.7103 -0.5 0.8 0.3 -0.1805
C -3.0839 -0.8783 -1.5863 0.7 -0.5 0.1 -0.1680
H 3.9129 1.6763 1.9711 -0.1 0.1 -0.1 0.2248
H -1.7345 -3.2365 -2.2113 0.5 -0.2 0.0 0.2613
H -5.0293 0.0123 -1.8066 0.2 0.1 0.3 0.2751
H 2.1301 3.9015 0.7638 0.0 0.0 -0.1 0.2099
H 4.3884 2.8022 0.7051 0.0 -0.3 -0.1 0.2483
H -2.1171 2.1431 0.6312 -0.2 0.1 -0.1 0.2480
H 0.3344 -4.7075 -2.2124 0.1 0.1 0.2 0.2749
H -3.2395 -1.7572 -2.2234 -0.3 0.6 0.3 0.2581
H 3.0330 4.0165 2.2591 -0.2 -0.1 -0.1 0.2521
H 2.2295 -1.8020 0.4171 -0.1 -0.2 -0.4 0.2527
H 3.1752 1.5876 0.3616 -0.1 -0.2 -0.1 0.1540
H 2.3164 -4.0097 -0.8406 -0.3 0.2 0.0 0.2821
H -4.4935 1.9087 -0.2370 0.2 -0.1 -0.1 0.2797
H 1.6788 2.9228 2.1697 0.0 -0.2 0.0 0.1899
```
Forces are in eV/Å.

Results
Net charge = +2
2S+1 = 3
⟨S²⟩ = 2.0204
Kohn-Sham gap (spin up / spin down) = 0.20510 / 0.26289 Ha
E_LUMO (spin up / spin down) = -9.67 / -9.36 eV
M = 539.02 g mol⁻¹
Relative energy (zero: lowest compared OMol25 entry of this formula, charge and spin) = 31.35 kJ/mol

This record from OMol25 describes a molecular structure, C13H14IN3SeTc at a distorted geometry. The level of theory is the ωB97M-V functional and the def2-TZVPD basis.

```
33
Properties=species:S:1:pos:R:3:forces:R:3:nbo_charge:R:1
I -2.9139 1.8236 -1.6354 -0.7 -0.1 -0.4 -0.2541
Tc -0.6854 2.3329 -0.6127 0.6 -0.7 0.6 0.9158
Se -0.8777 -6.3587 0.5870 0.4 0.9 -0.5 0.6606
N -0.0466 -3.6901 -0.3085 -1.2 0.4 -0.6 -0.5899
N 0.5118 2.4075 1.0861 0.4 0.0 0.0 -0.5016
N 1.1552 1.9537 -1.3992 0.3 0.7 0.0 -0.4818
C -1.5509 -2.3156 1.0275 -2.1 2.5 2.5 -0.6851
C -0.3384 -4.8789 0.0374 0.2 -0.3 0.3 0.1257
C 1.5851 3.2096 -0.9357 -0.9 -1.1 -1.0 0.1315
C 1.8721 2.3578 -3.6441 -0.2 -0.8 0.6 -0.2274
C 2.0442 4.1270 -1.8970 0.3 -0.3 -0.5 -0.2191
C 2.1879 3.6775 -3.2359 0.1 0.3 0.7 -0.1050
C 0.1820 3.5241 3.1591 0.1 -0.9 -0.2 -0.2191
C -1.1859 -2.6393 -0.3469 1.2 0.1 -1.1 -0.2108
C 1.2846 4.6495 1.2420 0.1 0.1 0.5 -0.2149
C 1.3354 1.4941 -2.6738 0.6 1.5 -0.1 0.0674
C 0.0843 2.3583 2.3871 0.6 1.6 -0.6 0.0634
C 0.7556 4.6670 2.5529 0.3 0.0 -0.4 -0.1123
C 1.2374 3.4523 0.5159 -1.6 -0.7 0.7 0.1461
H 0.8805 -3.2540 -0.3825 -0.2 -1.0 0.1 0.4712
H -0.2157 3.5241 4.1951 0.5 0.2 -0.9 0.2650
H -0.3578 1.4070 2.7090 0.1 0.6 -0.1 0.2308
H -1.5379 -1.2138 1.0505 -0.1 -0.1 0.1 0.2324
H 1.7067 5.5364 0.7570 -0.1 -0.2 0.5 0.2506
H 0.9995 0.4644 -2.8419 0.1 0.6 -0.1 0.2274
H -0.6888 -1.7131 -0.6628 0.1 -0.7 -0.8 0.2235
H -0.9022 -2.5203 1.8748 0.4 -0.7 -0.4 0.2497
H 2.5905 4.3702 -3.9830 -0.3 -0.2 0.3 0.2587
H 2.0137 1.9959 -4.6885 -0.1 0.5 1.0 0.2670
H -2.0269 -2.8487 -1.0526 1.0 -0.4 0.6 0.2637
H -2.5888 -2.4643 1.3598 0.3 -0.8 -0.3 0.2578
H 0.8120 5.5895 3.1410 -0.1 -0.3 -0.4 0.2589
H 2.2689 5.1566 -1.5772 0.0 -0.6 -0.5 0.2541
```
Forces are in eV/Å.

Results
Net charge = +2
2S+1 = 4
⟨S²⟩ = 3.7937
Kohn-Sham gap (spin up / spin down) = 0.22925 / 0.21268 Ha
E_LUMO (spin up / spin down) = -7.67 / -7.68 eV
M = 516.14 g mol⁻¹
Relative energy (zero: lowest compared OMol25 entry of this formula, charge and spin) = 3.63 kJ/mol

This record from OMol25 describes 2 unconnected molecules or ions with the total composition C13H14N2 at a distorted geometry. The level of theory is the ωB97M-V functional and the def2-TZVPD basis.

```
29
Properties=species:S:1:pos:R:3:forces:R:3:nbo_charge:R:1
N 1.8986 1.7294 1.0526 -0.7 -1.1 0.5 -0.3700
N 1.7413 -0.2818 -0.9693 0.5 1.0 1.0 -0.3945
C -0.1683 -1.8240 1.7111 -0.6 0.4 -0.1 -0.2064
C -1.5877 2.3191 0.5663 -2.2 0.5 -1.7 -0.6746
C -1.7834 -0.2473 -2.6120 -1.8 -1.4 -0.7 -0.6823
C 0.4202 0.3753 2.4625 -0.2 -1.9 1.2 -0.2192
C 0.1691 -2.7081 -0.6691 -2.7 0.2 0.1 -0.6461
C 1.1683 0.5192 1.2946 0.5 1.1 -2.4 0.0706
C -1.8098 0.5798 -1.4268 0.4 -1.0 -1.1 -0.0309
C 0.3382 -1.7070 0.4301 1.4 1.9 1.4 -0.0036
C 1.0701 -0.4447 0.2450 0.2 -1.1 -0.8 0.2005
C 2.5357 1.8371 -0.0724 0.0 -0.4 -1.0 0.0144
C -0.2163 -0.8490 2.7486 1.5 1.2 -2.0 -0.1884
C 2.4770 0.8081 -1.0879 -1.4 -0.9 2.3 0.0164
C -1.5835 1.3285 -0.5354 -0.8 1.5 1.8 -0.0122
H -1.5066 1.7955 1.5089 -0.5 0.3 0.3 0.2412
H 3.1405 2.7375 -0.3866 -0.8 -0.8 1.0 0.1954
H -0.6275 -2.2596 -1.3072 0.1 -0.5 0.4 0.2298
H 0.9127 -2.8058 -1.3808 2.2 0.2 -0.9 0.2397
H -0.7457 -2.6657 1.9391 -0.6 -1.6 0.2 0.1998
H -0.8228 -0.1795 -3.0868 0.6 -0.2 -0.2 0.2388
H 3.1616 0.8806 -1.8690 0.7 0.1 -1.7 0.1869
H -0.7304 2.9024 0.4133 1.4 1.0 0.2 0.2317
H -2.5295 0.1493 -3.3510 0.5 -0.5 0.6 0.2326
H -0.1472 -3.7473 -0.4381 0.1 0.9 0.6 0.2244
H 0.4815 1.1633 3.1692 -0.1 0.6 0.6 0.2260
H -0.7099 -1.1216 3.6785 0.1 0.4 -0.2 0.2253
H -2.4995 3.0808 0.4036 1.8 -2.0 0.8 0.2317
H -2.0470 -1.3647 -2.4311 0.4 2.0 -0.2 0.2232
```
Forces are in eV/Å.

Results
Kohn-Sham gap = 0.31108 Ha
E_LUMO = -0.16 eV
M = 198.27 g mol⁻¹
SMILES = Cc1cccc2nccnc12.CC#CC
Relative energy (zero: lowest compared OMol25 entry of this formula, charge and spin) = 311.31 kJ/mol

This record from OMol25 describes C13H14N2O2S in the gas phase at a distorted geometry. The level of theory is the ωB97M-V functional and the def2-TZVPD basis.

```
32
Properties=species:S:1:pos:R:3:forces:R:3:nbo_charge:R:1
S -1.0211 0.7872 2.0512 -0.2 -0.7 -0.7 0.3730
O 2.6635 -0.8806 -0.2377 0.0 0.3 0.1 -0.5140
O -3.4882 2.1604 -1.8842 -0.1 0.2 -0.2 -0.5823
N -1.8625 -1.0031 0.4044 -0.8 0.0 -0.6 -0.4611
N -2.7553 1.1406 -0.0300 -0.6 0.5 0.2 -0.6597
C 1.2699 2.4289 -0.6122 0.0 0.0 0.0 -0.1810
C -0.3097 0.8737 -1.5367 0.3 0.2 -0.1 0.0166
C 2.1165 1.3903 -0.2870 0.1 -0.2 0.0 -0.2913
C 2.3779 -2.2232 -0.5448 0.0 -0.2 0.0 -0.2526
C -1.6625 0.6003 -2.1430 0.0 0.0 -0.2 -0.5448
C 0.0583 2.1777 -1.2344 -0.1 -0.1 -0.1 -0.2557
C -0.4362 -0.8422 2.2084 -0.2 0.1 -0.1 -0.1971
C 0.5516 -1.2205 3.2487 0.1 0.1 0.1 -0.6417
C -1.0015 -1.6196 1.2485 0.4 0.2 0.6 -0.0767
C -1.9865 0.2449 0.6718 0.6 0.0 1.1 0.2504
C -2.7289 1.3655 -1.3888 0.1 -0.2 -0.1 0.7137
C 0.5561 -0.1718 -1.2403 0.2 -0.1 0.0 -0.3286
C 1.7663 0.0778 -0.6054 0.0 0.2 0.0 0.3885
H 3.2226 -2.7974 -0.1672 -0.1 0.0 0.0 0.2000
H 0.2576 -1.1780 -1.4892 0.0 -0.1 0.0 0.2225
H 1.4604 -2.5601 -0.0517 0.0 0.0 0.0 0.1742
H -1.6958 0.9302 -3.1836 -0.1 0.0 0.1 0.2496
H -0.6084 2.9918 -1.4768 -0.1 0.1 0.0 0.2181
H 0.6499 -2.3027 3.2911 0.0 -0.1 0.0 0.2271
H -3.3335 1.7807 0.5006 0.0 -0.1 -0.2 0.4185
H 0.2445 -0.8509 4.2255 0.0 -0.1 0.1 0.2254
H -1.8909 -0.4651 -2.0986 0.0 0.0 0.0 0.2546
H 2.2892 -2.3787 -1.6247 0.0 0.0 0.0 0.1776
H -0.8349 -2.6751 1.1273 0.1 -0.2 0.1 0.2088
H 1.5497 3.4428 -0.3696 0.0 0.1 0.0 0.2155
H 3.0560 1.5652 0.2125 0.1 0.0 0.1 0.2227
H 1.5257 -0.7890 3.0159 0.1 0.0 0.0 0.2298
```
Forces are in eV/Å.

Results
Kohn-Sham gap = 0.33195 Ha
E_LUMO = 0.54 eV
M = 262.33 g mol⁻¹
SMILES = COc1cccc(CC(=O)Nc2ncc(C)s2)c1
Relative energy (zero: lowest compared OMol25 entry of this formula, charge and spin) = 97.56 kJ/mol

This record from OMol25 describes a molecular structure, C13H14N2S at a distorted geometry. The level of theory is the ωB97M-V functional and the def2-TZVPD basis.

```
30
Properties=species:S:1:pos:R:3:forces:R:3:nbo_charge:R:1
S 4.0883 -2.0239 -1.3215 2.2 -0.7 -0.4 0.3570
N 1.7938 -1.3238 -1.6082 -2.7 -1.5 -7.7 -0.3301
N 2.3323 -0.7797 0.3935 -0.4 2.1 3.7 -0.4543
C -1.3636 0.6380 -1.1630 -0.6 -0.1 0.6 -0.3757
C 1.0951 -0.3694 0.0626 -3.3 1.1 0.1 0.0716
C -0.4881 -0.3328 -1.9971 -1.4 -1.4 1.0 -0.4259
C 0.1831 0.3096 0.9177 -1.0 1.5 3.5 -0.0282
C 3.3761 -2.3004 -2.9119 -2.4 1.4 2.6 -0.3817
C -2.2443 1.3343 1.1780 0.2 -0.9 0.2 -0.4029
C -1.2907 0.3645 0.3691 -0.7 1.2 0.0 -0.2394
C 2.6891 -1.2616 -0.6823 4.7 -3.5 -2.6 0.1975
C 0.6947 -0.6925 -1.2293 0.4 1.3 2.8 0.0907
C -2.0079 1.0585 2.7031 1.7 1.4 -0.3 -0.3864
C 0.5679 0.7881 2.1768 -3.0 0.5 -2.0 -0.1673
C 2.0740 -1.9056 -2.8948 1.8 -0.5 0.7 -0.0722
C -0.5176 1.5291 3.1026 -0.5 -4.3 -1.7 -0.4213
H -0.3083 0.2449 -2.8404 1.0 0.7 -2.0 0.2205
H -2.4222 0.5681 -1.5800 1.2 0.4 0.9 0.2144
H -0.9918 1.6804 -1.2226 -0.1 -0.5 -0.7 0.2046
H -2.7307 1.5981 3.3296 0.2 0.0 -0.2 0.2037
H -3.2897 1.0921 1.0095 -0.2 -0.7 -0.4 0.2025
H 1.3889 -2.1846 -3.7220 0.0 0.8 1.2 0.2433
H 3.7814 -2.8934 -3.6472 1.3 -1.0 -1.4 0.2343
H -2.1444 -0.0107 2.9349 0.2 0.3 -0.4 0.2036
H -0.3091 1.2302 4.1012 0.1 -0.5 1.0 0.2017
H -0.5012 2.5534 3.1621 0.4 2.6 -0.6 0.2021
H -1.8012 -0.5814 0.4470 0.4 -0.9 0.6 0.2041
H -2.2873 2.3713 0.7799 1.0 -0.2 0.8 0.2059
H -0.9540 -1.3128 -2.3634 -0.1 1.4 0.6 0.2063
H 1.5874 0.6118 2.5161 -0.2 0.2 0.0 0.2216
```
Forces are in eV/Å.

Results
Kohn-Sham gap = 0.29971 Ha
E_LUMO = 0.73 eV
M = 230.34 g mol⁻¹
Relative energy (zero: lowest compared OMol25 entry of this formula, charge and spin) = 23.77 kJ/mol

This record from OMol25 describes 2 unconnected molecules or ions with the total composition C13H14N3O5 at a distorted geometry. The level of theory is the ωB97M-V functional and the def2-TZVPD basis.

```
35
Properties=species:S:1:pos:R:3:forces:R:3:nbo_charge:R:1
O 5.4169 1.9276 2.2018 -1.7 -1.2 -0.5 -0.3418
O 3.2866 1.4193 2.3319 1.3 -0.2 -0.6 -0.4074
O -4.9682 -1.2812 -1.0612 3.1 2.3 1.4 -0.5462
O -3.7280 -1.6287 1.0924 -6.6 3.4 -5.3 -0.5211
O -2.9152 -1.8137 -2.2141 -5.8 7.4 2.7 -0.4785
N 4.4363 1.2287 1.9083 0.4 1.2 0.8 0.5164
N -0.1304 1.2686 -0.0882 -4.2 -0.4 -2.2 -0.5189
N -2.2807 1.0871 -1.0417 1.9 0.3 0.5 -0.3593
C -5.9968 -0.3267 1.2012 0.2 -0.7 -1.1 -0.7259
C 4.6494 0.1014 0.9928 0.2 -0.7 -0.6 0.0200
C -3.4015 0.7727 -2.0374 -1.0 -0.4 0.6 -0.3130
C 5.9362 -0.1639 0.5059 -0.1 0.0 0.0 -0.1734
C 3.7662 -1.7487 -0.2856 0.2 0.3 0.1 -0.2154
C -3.7611 -0.8364 -1.7886 4.2 -6.4 -1.9 0.7552
C -4.7677 -1.1321 0.4154 3.9 -1.9 4.4 0.7666
C 3.5615 -0.6926 0.6044 0.1 0.0 -0.1 -0.2054
C -0.8208 0.8720 -1.3744 -3.3 2.0 5.6 0.2387
C 6.1291 -1.2246 -0.3816 -0.4 0.1 0.1 -0.1980
C -1.1138 1.7174 0.9736 -3.0 -1.1 -3.4 0.0077
C -2.6380 1.5916 0.3475 7.9 -0.8 -1.0 -0.0395
C 5.0457 -2.0104 -0.7782 0.0 0.1 0.1 -0.1682
H 7.1237 -1.4367 -0.7675 -0.2 0.1 0.1 0.2358
H -5.8801 -0.3680 2.3839 0.0 -0.1 -2.9 0.2775
H 2.9271 -2.3665 -0.5983 0.2 0.1 0.1 0.2254
H 5.1994 -2.8315 -1.4764 0.0 0.2 0.2 0.2306
H -4.3077 1.4661 -1.7523 1.8 -1.5 -0.5 0.2596
H -6.9928 -0.8789 0.8517 2.1 1.5 0.8 0.2764
H -3.1214 1.0059 -3.1517 -0.3 -0.8 2.3 0.2887
H -3.6876 1.8099 0.8172 2.4 -0.6 -1.3 0.3052
H 2.5583 -0.5016 0.9792 0.3 0.0 0.1 0.2255
H -5.9865 0.7972 0.8071 -0.2 -2.5 0.8 0.2287
H 0.9251 1.1862 -0.0700 -1.7 0.4 0.6 0.4809
H -0.4257 0.4571 -2.3947 -0.7 0.9 2.4 0.3123
H -0.8278 2.0919 2.0448 -0.3 -0.9 -2.5 0.3018
H 6.7903 0.4412 0.8028 -0.4 0.0 0.1 0.2589
```
Forces are in eV/Å.

Results
Net charge = +1
Kohn-Sham gap = 0.28980 Ha
E_LUMO = -4.54 eV
M = 292.27 g mol⁻¹

This record from OMol25 describes a molecular structure, C13H14N4RuS7 at a distorted geometry. The level of theory is the ωB97M-V functional and the def2-TZVPD basis.

```
39
Properties=species:S:1:pos:R:3:forces:R:3:nbo_charge:R:1
Ru 0.2194 -1.0641 0.0646 -0.9 1.0 0.3 0.2172
S -1.2384 -2.8589 0.2436 0.7 0.4 -0.2 -0.0165
S 2.2735 0.0352 -0.0228 -0.6 0.4 1.1 -0.2831
S 3.3047 -0.8968 -1.4617 0.4 -0.7 -0.4 -0.0438
S 0.2177 -1.1645 -2.2955 -1.2 -1.1 -0.2 -0.4304
S -1.2563 0.9678 0.1280 0.9 -0.9 0.0 -0.1136
S 0.3428 -1.1039 2.3986 0.0 -0.1 0.1 -0.0754
S 2.0299 -0.6828 -3.0402 0.8 0.6 -0.7 -0.1113
N 0.5382 2.8164 -0.5682 0.0 0.0 0.1 -0.6015
N -0.6266 1.8236 -2.3056 -0.2 0.4 0.1 -0.5771
N -3.4399 -6.7918 4.4465 0.1 0.1 -0.1 -0.3427
N -1.6105 -4.3776 7.2116 0.0 0.0 -0.1 -0.3416
C -2.1330 -4.6706 3.7193 -0.2 -0.4 0.1 -0.2059
C 1.7841 3.2111 -1.2438 -0.1 0.2 0.1 -0.2359
C -0.3624 1.9277 -1.0148 0.2 0.3 -0.5 0.4077
C -2.8639 -5.8475 4.1259 0.1 0.2 0.0 0.2943
C 0.6002 2.0904 -4.4447 0.0 0.1 -0.1 -0.6263
C -0.6322 -2.4488 2.8866 0.1 0.2 0.1 -0.1678
C -1.5545 -4.1642 6.0820 0.0 0.0 -0.2 0.2962
C -1.4741 -3.8668 4.6693 0.0 0.0 0.3 -0.1027
C 1.9412 4.7243 -1.3290 0.0 0.0 0.0 -0.6133
C -2.0536 -4.3354 2.3791 0.0 0.1 -0.2 -0.1443
C -0.3108 2.7306 -3.4063 0.1 -0.2 0.0 -0.2206
C -1.3143 -3.2321 1.9439 -0.3 -0.1 0.2 -0.2185
C -0.7409 -2.7756 4.2465 0.0 0.1 0.0 -0.1908
H -2.5699 -4.9430 1.6465 0.0 0.0 0.0 0.2274
H -1.1620 1.0009 -2.5344 0.0 -0.2 -0.1 0.4457
H 1.5688 1.8231 -4.0184 -0.1 0.0 -0.1 0.2330
H 0.5952 2.7920 0.4380 0.1 0.0 0.1 0.4188
H 1.9123 5.1688 -0.3306 0.0 0.0 -0.1 0.2090
H 2.9022 4.9755 -1.7863 -0.1 0.0 0.0 0.2141
H 0.1558 1.1677 -4.8228 0.0 0.0 0.0 0.2233
H 0.1221 3.6376 -3.0006 0.0 0.1 0.0 0.2010
H 2.6070 2.7772 -0.6780 0.0 -0.1 0.0 0.2303
H -1.2575 3.0089 -3.8711 -0.1 0.0 0.0 0.1990
H 1.8160 2.7502 -2.2256 0.1 -0.1 0.1 0.2148
H 0.7537 2.7745 -5.2840 -0.1 0.0 0.0 0.2037
H -0.2288 -2.1603 4.9769 0.0 0.0 0.0 0.2287
H 1.1446 5.1813 -1.9228 0.1 0.0 0.1 0.1989
```
Forces are in eV/Å.

Results
Net charge = -1
2S+1 = 2
⟨S²⟩ = 0.8294
Kohn-Sham gap (spin up / spin down) = 0.20871 / 0.20844 Ha
E_LUMO (spin up / spin down) = 1.60 / 1.65 eV
M = 551.82 g mol⁻¹
Relative energy (zero: lowest compared OMol25 entry of this formula, charge and spin) = 73.90 kJ/mol